{"formula": "C39H75FINO18S9", "method": "wB97M-V/def2-TZVPD", "species": ["C", "C", "O", "O", "C", "C", "F", "C", "S", "C", "O", "O", "S", "O", "O", "O", "C", "C", "C", "C", "C", "O", "C", "O", "O", "C", "N", "C", "I", "C", "O", "C", "C", "C", "C", "C", "C", "C", "C", "C", "C", "H", "H", "H", "H", "H", "H", "H", "H", "H", "H", "H", "H", "H", "H", "H", "H", "H", "H", "H", "H", "H", "H", "H", "H", "H", "H", "H", "H", "H", "H", "H", "H", "H", "C", "S", "O", "C", "H", "H", "H", "H", "H", "H", "C", "S", "O", "C", "H", "H", "H", "H", "H", "H", "C", "S", "O", "C", "H", "H", "H", "H", "H", "H", "C", "S", "O", "C", "H", "H", "H", "H", "H", "H", "C", "S", "O", "C", "H", "H", "H", "H", "H", "H", "C", "S", "O", "C", "H", "H", "H", "H", "H", "H", "C", "S", "O", "C", "H", "H", "H", "H", "H", "H"], "positions_angstrom": [[6.2860, 3.3627, 1.1337], [5.2032, 4.4229, 1.0542], [5.3483, 5.4113, 0.3841], [4.0956, 4.1839, 1.8552], [2.8661, 4.1155, 1.1544], [2.4362, 2.6480, 0.8077], [3.5466, 1.8670, 1.0103], [2.0674, 2.4711, -0.6993], [3.2973, 3.1581, -1.8626], [3.0471, 2.3106, -3.4362], [4.6065, 2.7959, -1.4055], [3.1456, 4.5563, -2.1081], [0.3758, 3.0545, -0.9755], [0.3584, 4.0680, -1.9700], [-0.4883, 1.9882, -1.3450], [-0.0792, 3.7589, 0.3903], [-0.0368, 2.9358, 1.5623], [-1.3312, 2.1304, 1.6489], [-1.6299, 1.5636, 3.0654], [-2.6679, 2.3890, 3.8502], [-2.6274, 1.9367, 5.3191], [-2.7820, 0.4953, 5.3983], [-1.6446, -0.0776, 5.9147], [-1.5834, -0.5427, 7.0073], [-0.1095, 3.8895, 2.6751], [-0.5930, 5.0522, 2.3469], [-0.8699, 6.1678, 2.1310], [1.3028, 2.0996, 1.7364], [2.0558, 2.4208, 3.7839], [1.1448, 0.5701, 1.7013], [0.5515, 0.0470, 0.5254], [0.5051, -1.3419, 0.5797], [-0.0627, -1.9922, 1.6559], [-0.1109, -3.3529, 1.7761], [-0.7292, -3.9376, 3.0352], [0.4269, -4.1254, 0.7745], [0.9649, -3.4883, -0.3112], [1.0118, -2.1206, -0.4325], [1.6408, -1.5584, -1.6959], [3.0767, -1.0123, -1.4455], [0.6787, -0.5324, -2.3668], [5.9113, 2.4036, 1.4839], [6.8600, 3.3156, 0.2142], [6.9738, 3.7208, 1.9144], [2.1257, 4.6251, 1.7731], [2.9586, 4.7456, 0.2598], [2.0423, 1.3882, -0.8802], [2.2961, 1.5199, -3.3824], [2.6705, 3.0601, -4.1351], [4.0085, 1.9655, -3.8103], [-2.1377, 2.8509, 1.4555], [-1.4321, 1.3623, 0.8849], [-0.7334, 1.4591, 3.6783], [-2.0714, 0.5772, 2.8984], [-3.6731, 2.2556, 3.4403], [-2.3877, 3.4438, 3.7731], [-1.6023, 2.1507, 5.6515], [-3.3494, 2.4567, 5.9470], [-0.7149, -0.1726, 5.3270], [2.1416, 0.1159, 1.7893], [0.6360, 0.2928, 2.6244], [-0.4643, -1.3758, 2.4566], [-1.5652, -4.6030, 2.8237], [-0.9971, -3.1340, 3.7233], [0.0692, -4.4892, 3.5461], [0.4116, -5.2027, 0.8944], [1.3872, -4.1113, -1.0925], [1.7372, -2.3908, -2.3962], [3.2556, -0.1153, -2.0439], [3.7826, -1.7951, -1.7693], [3.2515, -0.8688, -0.3745], [1.1051, 0.4617, -2.2400], [-0.3000, -0.5787, -1.8936], [0.5785, -0.7649, -3.4283], [-4.6698, -0.9377, -4.8828], [-2.9736, -0.5771, -4.4172], [-2.3160, -1.8793, -4.1025], [-3.3616, 0.2194, -2.8593], [-4.6595, -1.4762, -5.8253], [-5.1423, -1.5539, -4.1173], [-5.2200, -0.0050, -5.0066], [-3.9143, -0.4719, -2.2210], [-3.9485, 1.1230, -3.0462], [-2.4237, 0.4923, -2.3755], [7.8093, -2.6331, -4.5559], [6.8922, -1.7465, -3.2934], [5.7406, -2.6004, -2.8866], [6.2502, -0.4760, -4.3920], [8.2685, -3.5055, -4.0948], [7.1340, -2.9544, -5.3485], [8.5860, -1.9889, -4.9639], [5.6732, -0.9384, -5.1935], [7.0786, 0.1000, -4.8044], [5.6062, 0.1788, -3.8073], [-6.4606, 5.0053, -3.0072], [-5.0144, 4.1743, -3.6762], [-4.9942, 2.7984, -3.1047], [-3.7984, 5.1400, -2.7708], [-7.3472, 4.5246, -3.4160], [-6.4658, 4.9190, -1.9204], [-6.4455, 6.0538, -3.3046], [-3.9752, 5.0442, -1.6992], [-3.8659, 6.1844, -3.0749], [-2.8095, 4.7542, -3.0130], [-7.2136, -2.5590, 6.7141], [-5.7323, -3.2804, 5.9928], [-5.4724, -4.5622, 6.6978], [-4.5953, -2.0616, 6.6632], [-8.0596, -3.1920, 6.4534], [-7.1111, -2.5128, 7.7988], [-7.3672, -1.5599, 6.3059], [-4.6836, -2.0617, 7.7497], [-4.8285, -1.0719, 6.2714], [-3.5790, -2.3294, 6.3837], [-5.8676, -3.6323, -7.2158], [-7.3375, -2.7932, -7.8298], [-7.5944, -1.6349, -6.9360], [-8.4916, -4.0947, -7.3710], [-5.0116, -2.9785, -7.3648], [-5.9791, -3.8481, -6.1528], [-5.7166, -4.5563, -7.7742], [-8.4341, -4.2768, -6.2977], [-8.2522, -5.0034, -7.9237], [-9.4950, -3.7643, -7.6320], [-3.4892, -0.3525, 10.0738], [-5.1088, -0.9621, 10.5647], [-6.0890, 0.1269, 10.3135], [-4.7718, -0.9850, 12.3312], [-3.4841, -0.2238, 8.9930], [-3.2958, 0.6057, 10.5572], [-2.7268, -1.0795, 10.3540], [-4.4943, 0.0148, 12.6658], [-3.9679, -1.6916, 12.5378], [-5.6768, -1.3038, 12.8446], [11.6573, -4.8521, -6.4492], [11.2561, -3.1309, -6.1203], [9.9817, -2.8309, -6.8251], [12.5882, -2.4343, -7.1066], [10.9154, -5.4741, -5.9524], [11.6304, -5.0379, -7.5230], [12.6464, -5.0769, -6.0499], [12.5005, -2.7767, -8.1378], [13.5473, -2.7367, -6.6861], [12.5025, -1.3501, -7.0735]], "e_lumo_ev": -0.84, "total_charge": 0, "homo_lumo_gap_ha": 0.2744}